1.
This record from the OMol25 dataset describes a molecular structure, CH4N3O5S3. The level of theory is wB97M-V/def2-TZVPD.

The geometry in XYZ format:
```
16
CH4N3O5S3 | the OMol25 dataset | wB97M-V/def2-TZVPD
C 0.786 0.986 0.214
N 2.105 0.505 0.409
N -0.023 0.130 -0.455
N -1.375 0.370 -0.326
O -3.321 0.357 1.421
O 0.459 2.123 0.569
O -1.093 0.096 2.390
O -2.793 -1.851 -0.007
O -4.053 -0.074 -1.107
S -1.815 1.837 -1.219
S -1.867 0.833 1.385
S -3.903 -0.890 0.168
H 2.517 0.263 -0.508
H 2.701 1.019 1.072
H 0.280 -0.844 -0.567
H -3.085 1.356 -1.222
```

Results
net charge: -1
ΔE to the lowest compared entry with this formula, charge and spin: 0.501 eV
E: -48315.13430 eV
HOMO-LUMO gap: 7.759 eV
F_max: 3.25 eV/A
multiplicity: 1

Atom charges from the Löwdin analysis, given in e for atoms 1 to 5:
1 C -0.65
2 N 0.11
3 N -0.05
4 N -0.61
5 O -0.63

---

2.
This record from the OMol25 dataset describes 2 unconnected molecules or ions with the total composition C6H12O. The level of theory is wB97M-V/def2-TZVPD.

The geometry in XYZ format:
```
19
C6H12O | the OMol25 dataset | wB97M-V/def2-TZVPD
C 1.348 0.645 1.384
C 2.395 0.875 0.522
C -0.674 -0.314 0.200
C 0.082 -0.209 1.355
C -0.290 -0.767 2.667
C -1.579 -1.494 -0.030
H 1.452 1.008 2.475
H 2.324 0.588 -0.582
H 2.815 1.843 0.753
H -0.689 0.680 -0.391
H -0.214 -0.092 3.559
H -1.254 -1.195 2.499
H 0.261 -1.734 3.085
H -1.328 -2.214 0.688
H -2.574 -1.217 0.344
H -1.520 -1.903 -1.065
H -1.288 1.501 -5.358
H -0.149 1.864 -4.556
O -0.692 1.057 -4.755
```

Results
SMILES: C=C/C(C)=C/C.O
ΔE to the lowest compared entry with this formula, charge and spin: 3.547 eV
E: -8460.80657 eV
HOMO-LUMO gap: 8.899 eV
F_max: 3.80 eV/A
multiplicity: 1

Atom charges from the Löwdin analysis, given in e for atoms 1 to 5:
1 C -0.16
2 C -0.01
3 C -0.11
4 C -0.33
5 C -0.10

---

3.
This record from the OMol25 dataset describes a molecular structure, C43H42N5O5SiY. The level of theory is wB97M-V/def2-TZVPD.

The geometry in XYZ format:
```
97
C43H42N5O5SiY | the OMol25 dataset | wB97M-V/def2-TZVPD
Y -0.392 0.409 0.326
O 1.103 -1.053 -1.083
C 0.894 -2.047 -1.859
C 1.892 -3.038 -2.070
C 1.724 -4.095 -2.926
C 0.540 -4.247 -3.646
C -0.446 -3.299 -3.490
C -0.307 -2.209 -2.626
C -1.388 -1.280 -2.564
N -1.553 -0.306 -1.732
N -2.711 0.394 -1.981
C -2.775 1.576 -1.401
O -1.870 2.132 -0.720
C -4.047 2.301 -1.693
C -4.424 3.400 -0.930
C -5.598 4.075 -1.214
C -6.404 3.665 -2.266
C -6.031 2.571 -3.034
C -4.863 1.893 -2.745
H 2.816 -2.933 -1.522
H 2.525 -4.816 -3.052
H 0.398 -5.092 -4.312
H -1.379 -3.408 -4.034
H -2.162 -1.403 -3.333
H -3.777 3.698 -0.117
H -5.895 4.926 -0.611
H -7.320 4.199 -2.493
H -6.657 2.246 -3.858
H -4.553 1.037 -3.324
N 0.122 0.010 3.261
C -1.174 -0.143 3.909
C -2.291 0.668 3.174
O -3.191 1.127 3.874
O -2.176 0.746 1.922
H 0.751 -0.727 3.567
H 0.543 0.902 3.512
H -1.172 0.148 4.973
H -1.472 -1.191 3.836
N 1.776 1.452 -1.720
C 1.824 2.790 -2.003
C 1.827 3.222 -3.331
C 1.875 4.562 -3.657
C 1.941 5.502 -2.644
C 1.922 5.082 -1.326
C 1.857 3.738 -0.963
C 1.682 3.440 0.478
C 2.415 4.265 1.347
C 2.103 4.375 2.686
C 0.951 3.747 3.124
C 0.294 2.860 2.284
C 0.688 2.537 0.964
H 1.799 0.810 -2.496
H 2.254 1.131 -0.893
H 1.781 2.476 -4.113
H 1.861 4.872 -4.696
H 1.971 6.559 -2.879
H 1.930 5.832 -0.548
H 3.264 4.819 0.957
H 2.699 4.991 3.354
H 0.584 3.920 4.130
H -0.619 2.427 2.670
C -2.321 -4.615 2.085
Si -2.032 -2.994 1.043
C -2.678 -3.558 -0.681
C -3.486 -1.941 1.702
N -0.491 -2.229 1.116
C 0.630 -2.797 1.584
C 0.769 -4.191 1.839
C 1.756 -4.732 2.626
C 2.757 -3.930 3.160
C 2.795 -2.615 2.736
C 1.817 -2.074 1.919
O 2.045 -0.758 1.472
C 3.227 -0.545 0.845
C 4.024 -1.541 0.279
C 5.169 -1.214 -0.420
C 5.564 0.108 -0.553
C 4.814 1.099 0.057
C 3.665 0.780 0.757
H -3.373 -4.732 2.335
H -1.769 -4.604 3.019
H -2.027 -5.509 1.541
H -3.520 -4.240 -0.572
H -1.919 -4.058 -1.272
H -3.020 -2.698 -1.246
H -4.431 -2.410 1.435
H -3.482 -0.946 1.274
H -3.473 -1.832 2.784
H 0.041 -4.847 1.396
H 1.758 -5.794 2.839
H 3.506 -4.316 3.839
H 3.624 -1.977 3.027
H 3.715 -2.568 0.379
H 5.750 -2.003 -0.880
H 6.451 0.351 -1.122
H 5.106 2.137 -0.025
H 3.082 1.549 1.240
```

Results
net charge: -2
ΔE to the lowest compared entry with this formula, charge and spin: 1.754 eV
E: -71888.47309 eV
HOMO-LUMO gap: 6.569 eV
F_max: 1.64 eV/A
multiplicity: 1

Atom charges from the Löwdin analysis, given in e for atoms 1 to 5:
1 Y 1.64
2 O -0.17
3 C -0.36
4 C -0.02
5 C -0.12

---

4.
This record from the OMol25 dataset describes a molecular structure, C4H13N3O. The level of theory is wB97M-V/def2-TZVPD.

The geometry in XYZ format:
```
21
C4H13N3O | the OMol25 dataset | wB97M-V/def2-TZVPD
C -1.844 0.355 0.764
C -0.150 1.222 -1.409
C 1.778 1.269 0.266
C 0.422 0.704 -0.112
N -0.434 0.645 0.989
H -2.009 -0.523 0.130
H -2.330 1.217 0.305
H -2.311 0.167 1.729
H -0.565 2.223 -1.270
H 0.631 1.292 -2.163
H 2.485 1.175 -0.557
H 2.176 0.745 1.133
H 1.678 2.327 0.517
H -0.940 0.572 -1.785
N 0.820 -1.921 0.201
N -0.136 -2.664 -0.486
O 0.552 -1.803 1.438
H -0.040 -0.054 1.650
H 0.761 -0.593 -0.292
H 0.284 -3.269 -1.180
H -0.830 -3.085 0.131
```

Results
ΔE to the lowest compared entry with this formula, charge and spin: 4.818 eV
E: -10872.85979 eV
HOMO-LUMO gap (alpha / beta): 7.938 / 7.942 eV
F_max: 2.64 eV/A
multiplicity: 1

Atom charges from the Löwdin analysis, given in e for atoms 1 to 5:
1 C -0.11
2 C -0.06
3 C -0.06
4 C -0.49
5 N -0.08

---

> Which value of ΔE to the lowest compared entry with this formula, charge and spin does entry 1 give?

0.501 eV

---

Copy entry 1 word for word.
This record from the OMol25 dataset describes a molecular structure, CH4N3O5S3. The level of theory is wB97M-V/def2-TZVPD.

The geometry in XYZ format:
```
16
CH4N3O5S3 | the OMol25 dataset | wB97M-V/def2-TZVPD
C 0.786 0.986 0.214
N 2.105 0.505 0.409
N -0.023 0.130 -0.455
N -1.375 0.370 -0.326
O -3.321 0.357 1.421
O 0.459 2.123 0.569
O -1.093 0.096 2.390
O -2.793 -1.851 -0.007
O -4.053 -0.074 -1.107
S -1.815 1.837 -1.219
S -1.867 0.833 1.385
S -3.903 -0.890 0.168
H 2.517 0.263 -0.508
H 2.701 1.019 1.072
H 0.280 -0.844 -0.567
H -3.085 1.356 -1.222
```

Results
net charge: -1
ΔE to the lowest compared entry with this formula, charge and spin: 0.501 eV
E: -48315.13430 eV
HOMO-LUMO gap: 7.759 eV
F_max: 3.25 eV/A
multiplicity: 1

Atom charges from the Löwdin analysis, given in e for atoms 1 to 5:
1 C -0.65
2 N 0.11
3 N -0.05
4 N -0.61
5 O -0.63

---

> Number 2 is which compound?

C6H12O

---

> Which of these has the lowest ΔE to the lowest compared entry with this formula, charge and spin?

CH4N3O5S3